Entry from the Open Molecules 2025 dataset: a molecular structure, C6H10O (ωB97M-V/def2-TZVPD).

Geometry (Å):
C -1.1556 -1.3801 -1.6194
C -0.3762 -0.7109 -0.5416
O -0.4591 -1.0678 0.7250
C -0.1107 0.2594 1.1864
C 1.3593 0.2229 1.6380
C 1.7324 0.5392 0.1902
C 0.2522 0.5616 -0.3668
H -0.6364 -2.2842 -1.9628
H -2.1526 -1.6783 -1.2763
H -1.2632 -0.7123 -2.4792
H -2.7898 1.7434 0.5000
H -2.2102 1.4697 0.8914
H 1.7073 -0.7440 2.0139
H 1.6031 1.0136 2.3511
H 2.1417 1.5441 0.0693
H 2.3799 -0.1785 -0.3181
H -0.0220 1.4024 -1.0010

## Properties
Max |F|   0.37 eV/A
LUMO (spin up / spin down)   0.534 / 0.534 eV
Energy above the lowest of the compared OMol25 structures with the same formula, charge and spin   5.034 eV

Entry from the Open Molecules 2025 dataset: C2H4ClN3 in the gas phase (ωB97M-V/def2-TZVPD).

Geometry (Å):
C -0.6104 -0.2844 -0.8723
C -0.1828 -0.5880 0.4961
N -0.2047 1.0517 -1.1691
N 0.6033 1.4372 -0.3210
N 0.7015 0.6392 0.7017
Cl 1.9896 0.8960 1.7770
H -0.2618 -0.7908 -1.7846
H -1.7122 -0.2640 -0.9599
H -0.8036 -0.6146 1.4824
H 0.4811 -1.4824 0.6497

## Properties
Multiplicity   3
Max |F|   7.71 eV/A
LUMO (spin up / spin down)   0.654 / -2.263 eV
Energy above the lowest of the compared OMol25 structures with the same formula, charge and spin   1.535 eV

Entry from the Open Molecules 2025 dataset: a molecular structure, C40H31Br2N10O6Tb (ωB97M-V/def2-TZVPD).

Geometry (Å):
Tb 0.2975 0.4951 -0.2759
C 1.6134 -3.2046 -3.0529
C 1.6119 -1.9310 -2.5145
N 1.2980 -1.7202 -1.2415
C 0.9813 -2.7768 -0.4943
C 1.0343 -4.0550 -1.0364
N 1.3312 -4.2728 -2.3106
C 0.6477 -2.4989 0.9287
C 0.0423 -3.4240 1.7648
C -0.2136 -3.0848 3.0840
C 0.2341 -1.8409 3.5248
C 0.8321 -0.9818 2.6331
N 1.0074 -1.2900 1.3458
C 1.3283 0.3569 3.0483
C 1.8316 0.5764 4.3257
N 2.2452 1.7716 4.7327
C 2.1674 2.7555 3.8437
C 1.7134 2.5347 2.5522
N 1.2975 1.3431 2.1524
C -0.9656 -3.9960 3.9927
C -1.5024 -3.5434 5.1923
C -2.1985 -4.4230 6.0056
N -2.3957 -5.7069 5.7125
C -1.8880 -6.1375 4.5587
C -1.1798 -5.3341 3.6802
H 1.8455 -3.3724 -4.0978
H 1.8634 -1.0570 -3.1049
H 0.8450 -4.9287 -0.4252
H -0.2967 -4.3593 1.3460
H 0.0729 -1.5160 4.5408
H 1.9197 -0.2410 5.0328
H 2.4819 3.7408 4.1664
H 1.6908 3.3357 1.8229
H -1.4210 -2.5089 5.4940
H -2.6252 -4.0759 6.9402
H -2.0543 -7.1828 4.3235
H -0.7955 -5.7713 2.7689
C -1.9805 0.1961 -4.7272
C -1.5235 0.1546 -3.3033
N -0.7229 0.9990 -2.7771
O -0.2182 1.9551 -3.6508
C -1.9780 -0.9209 -2.4004
C -3.1573 -1.7889 -2.6842
N -1.2626 -1.0355 -1.3335
O -1.5359 -1.9211 -0.4225
H -1.4251 0.9420 -5.2854
H -3.0437 0.4477 -4.7692
H -1.8522 -0.7829 -5.1919
H 0.6310 2.1598 -3.2219
H -3.1991 -2.0838 -3.7341
H -4.0903 -1.2673 -2.4441
H -3.0962 -2.6737 -2.0542
Br -3.5887 2.9265 -2.4562
C -4.0036 1.5910 -1.1634
C -5.3007 1.1094 -1.1085
C -5.5848 0.1577 -0.1398
C -4.5863 -0.2465 0.7280
C -3.3258 0.3064 0.5839
N -3.0296 1.1961 -0.3697
C -2.2209 -0.0109 1.5878
O -2.4684 -0.7623 2.5110
O -1.1221 0.6491 1.3896
H -6.0551 1.4723 -1.7921
H -6.5843 -0.2512 -0.0605
H -4.7468 -0.9656 1.5190
O 2.7952 0.7266 -0.1177
C 2.8732 1.1651 -1.2836
O 1.8252 1.3308 -1.9920
C 4.2061 1.5232 -1.8615
C 4.3386 1.7692 -3.2245
C 5.5779 2.1012 -3.7519
C 6.6827 2.2009 -2.9145
C 6.5497 1.9625 -1.5519
C 5.3140 1.6161 -1.0267
H 3.4636 1.6987 -3.8594
H 5.6836 2.2847 -4.8138
H 7.6503 2.4616 -3.3257
H 7.4115 2.0442 -0.9015
H 5.1892 1.4094 0.0293
Br -3.0136 5.7142 0.7547
C -1.3650 5.0609 0.1183
C -0.4159 5.9196 -0.4006
C 0.7735 5.3700 -0.8562
C 0.9513 4.0007 -0.7865
N 0.0233 3.1756 -0.2886
C -1.1143 3.7015 0.1648
H -0.6021 6.9842 -0.4498
H 1.5543 5.9952 -1.2675
H 1.8611 3.5480 -1.1538
H -1.8391 3.0089 0.5718

## Properties
Multiplicity   7
Max |F|   0.84 eV/A
LUMO (spin up / spin down)   -0.571 / -0.554 eV

Number 1: energy -309.6574 hartree. Number 2: energy -702.8155 hartree. Number 3: energy -8514.5538 hartree.